(1)
Density functional theory data (wB97M-V/def2-TZVPD) for a molecular structure, C4H7O3Pt in a non-equilibrium geometry.

```
! wB97M-V def2-TZVPD RIJCOSX def2/J DEFGRID3
* xyz 0 4
O 2.1066 1.7920 0.4934
Pt 3.1325 0.1364 0.9719
O 1.3036 1.2911 -1.5881
C 1.6154 1.0810 -0.4372
O 1.6131 -0.2386 0.0184
C 0.3983 -1.0075 -0.0808
H 0.1693 -1.1087 -1.1498
H 0.6366 -1.9543 0.4202
C -0.7714 -0.2227 0.6449
C -1.9293 0.0582 -0.3028
H -1.0857 -0.9027 1.4505
H -0.4932 0.6836 1.1993
H -1.9117 -0.6169 -1.1711
H -2.8903 -0.0824 0.2093
H -1.8939 1.0915 -0.6783
*
```

As for the LUMO energy (spin up / spin down): 0.47 / -2.40 eV. For the HOMO energy (spin up / spin down), the calculation gives -0.2826 / -0.3805 Eh. The molecular weight is 298.175 g/mol. Its expectation value of S² is 3.7549. The energy above the lowest of the compared OMol25 structures with the same formula, charge and spin is 0.0000 eV. For the total energy, the calculation gives -13644.3077 eV. Its HOMO-LUMO gap (spin up / spin down) is 0.300 / 0.292 Eh.


(2)
Density functional theory data (wB97M-V/def2-TZVPD) for a gas-phase ion, C4H7O4P (charge -2) in a non-equilibrium geometry.

```
! wB97M-V def2-TZVPD RIJCOSX def2/J DEFGRID3
* xyz -2 1
C -2.1312 0.8727 -0.3251
C -1.1804 0.0556 0.3066
C 1.1850 -0.7483 0.3341
C 0.2430 0.5244 0.2685
O -3.0394 -0.6936 2.1438
O -1.2946 -2.4612 1.3937
O -0.5809 -0.6158 2.9471
O -1.6628 -0.1300 -1.2575
P -1.5679 -1.0506 1.8843
H -3.1903 1.0249 -0.0678
H -1.7496 1.8485 -0.6629
H 0.6917 -1.5693 0.9146
H 2.2010 -0.5509 0.7699
H 1.3588 -1.0896 -0.7397
H 0.5086 1.1342 -0.6512
H 0.4955 0.9427 1.1259
*
```

The structure (SMILES) is CC[C@@]1(P(=O)([O-])[O-])CO1. As for the LUMO energy: 6.69 eV. For the HOMO energy, the calculation gives 0.0201 Eh. The molecular weight is 150.070 g/mol. The energy above the lowest of the compared OMol25 structures with the same formula, charge and spin is 1.5167 eV. For the total energy, the calculation gives -21739.3700 eV. Its HOMO-LUMO gap is 0.226 Eh.


(3)
Density functional theory data (wB97M-V/def2-TZVPD) for a molecular structure, C4H7OTl in a non-equilibrium geometry.

```
! wB97M-V def2-TZVPD RIJCOSX def2/J DEFGRID3
* xyz 2 1
C -0.8676 -0.2870 0.2127
C 0.3752 -0.2592 0.9584
C 1.3898 -0.8717 0.1783
O 2.4614 -0.0768 -0.1046
Tl 2.4788 1.7017 0.1519
H -1.6709 -0.4217 0.9569
H 0.4973 0.0505 1.9986
H -0.0854 -1.1435 -0.6468
C -1.4172 0.6438 -0.8448
H -2.4372 0.3280 -1.1091
H -0.8625 0.5538 -1.7889
H -1.5483 1.6642 -0.4565
H 1.6868 -1.8821 0.4941
*
```

As for the LUMO energy (spin up / spin down): -13.35 / -12.17 eV. For the HOMO energy (spin up / spin down), the calculation gives -0.7082 / -0.7478 Eh. The molecular weight is 275.482 g/mol. The energy above the lowest of the compared OMol25 structures with the same formula, charge and spin is 0.8678 eV. For the total energy, the calculation gives -10974.8791 eV. Its HOMO-LUMO gap (spin up / spin down) is 0.218 / 0.301 Eh.


(4)
Density functional theory data (wB97M-V/def2-TZVPD) for a molecular structure, C4H7OZn in a non-equilibrium geometry.

```
! wB97M-V def2-TZVPD RIJCOSX def2/J DEFGRID3
* xyz 1 1
C 0.3222 2.2355 0.0487
C -0.1771 0.9426 0.7065
C 0.1760 -0.2898 0.0563
O -0.4860 -1.3310 0.1740
Zn -0.5844 -2.8837 -0.6027
H 0.8554 2.1372 -0.8972
H -1.1358 0.9614 1.2236
H -0.3883 3.0594 0.1003
H 1.1472 -0.3244 -0.4723
C 0.9777 1.7738 1.2812
H 1.9776 1.3442 1.2140
H 0.7415 2.2626 2.2252
H -0.1701 -3.2459 -2.1374
*
```

As for the LUMO energy: -4.87 eV. For the HOMO energy, the calculation gives -0.5551 Eh. The molecular weight is 136.489 g/mol. The energy above the lowest of the compared OMol25 structures with the same formula, charge and spin is 0.0000 eV. For the total energy, the calculation gives -54717.6765 eV. Its HOMO-LUMO gap is 0.376 Eh.


(5)
Density functional theory data (wB97M-V/def2-TZVPD) for 2 unconnected molecules or ions with the total composition C4H7P in a non-equilibrium geometry.

```
! wB97M-V def2-TZVPD RIJCOSX def2/J DEFGRID3
* xyz 0 1
C -1.0819 -0.6144 0.1192
C 0.8979 1.1830 -0.0486
C 1.4124 -0.1245 0.4460
C 0.1622 -0.0822 -0.3479
P -2.6428 0.1650 0.0106
H -1.0253 -1.6790 0.4930
H 0.4945 2.0420 0.6534
H 1.2846 1.7113 -0.9293
H 2.2877 -0.6086 -0.0835
H 1.1257 -0.5560 1.4689
H 0.6440 -0.4726 -2.1880
H -3.5590 -0.9639 0.4062
*
```

As for the LUMO energy (spin up / spin down): -1.17 / -1.01 eV. For the HOMO energy (spin up / spin down), the calculation gives -0.3278 / -0.3126 Eh. The molecular weight is 86.074 g/mol. The energy above the lowest of the compared OMol25 structures with the same formula, charge and spin is 5.2910 eV. For the total energy, the calculation gives -13543.9829 eV. Its HOMO-LUMO gap (spin up / spin down) is 0.285 / 0.276 Eh.


(6)
Density functional theory data (wB97M-V/def2-TZVPD) for 2 unconnected molecules or ions with the total composition C4H7PS in a non-equilibrium geometry.

```
! wB97M-V def2-TZVPD RIJCOSX def2/J DEFGRID3
* xyz 0 1
C -0.5401 -0.5417 -1.1020
C -0.5632 0.8777 -1.0697
C -1.2466 -1.1639 -0.1528
C -1.7997 -0.2687 0.8574
P -1.4269 1.5521 0.2055
S 3.6066 0.2828 0.0912
H 0.0033 -1.1260 -1.8950
H 0.0548 1.3664 -1.7752
H 4.2737 0.4600 1.2457
H -1.3337 -2.1911 -0.0399
H -2.7186 -0.4746 1.2569
H -1.1410 -0.0265 1.7608
H 2.8316 1.2535 0.6171
*
```

The structure (SMILES) is C1=CCP=C1.S. As for the LUMO energy: 0.25 eV. For the HOMO energy, the calculation gives -0.3113 Eh. The molecular weight is 118.141 g/mol. The energy above the lowest of the compared OMol25 structures with the same formula, charge and spin is 0.8242 eV. For the total energy, the calculation gives -24383.5787 eV. Its HOMO-LUMO gap is 0.321 Eh.


(7)
Density functional theory data (wB97M-V/def2-TZVPD) for a molecular structure, C4H7PS in a non-equilibrium geometry.

```
! wB97M-V def2-TZVPD RIJCOSX def2/J DEFGRID3
* xyz 0 1
C -0.1854 -0.5935 -1.0236
C 0.8619 -0.3879 0.1571
C 0.3145 0.9044 0.6783
C -1.0574 0.7423 -0.6569
P 1.8409 1.1562 -0.3148
S -2.6416 0.7743 0.2219
H 0.4455 -0.4611 -1.9460
H -0.6946 -1.5507 -1.0869
H 1.1209 -1.1713 0.7086
H -0.0811 1.2515 1.7106
H -0.9597 1.4904 -1.4426
H 2.6622 1.0941 0.8179
H -2.3695 -0.5271 0.7218
*
```

As for the LUMO energy: 0.88 eV. For the HOMO energy, the calculation gives -0.3060 Eh. The molecular weight is 118.141 g/mol. The energy above the lowest of the compared OMol25 structures with the same formula, charge and spin is 2.7397 eV. For the total energy, the calculation gives -24381.6632 eV. Its HOMO-LUMO gap is 0.338 Eh.


(8)
Density functional theory data (wB97M-V/def2-TZVPD) for 2 unconnected molecules or ions with the total composition C4H8 in a non-equilibrium geometry.

```
! wB97M-V def2-TZVPD RIJCOSX def2/J DEFGRID3
* xyz 0 1
C -0.9152 1.3068 0.8588
C -1.9837 1.9985 0.4411
H -0.9425 0.2217 0.8401
H 0.0546 1.7897 0.9053
H -2.8030 1.5396 -0.0894
H -2.0903 3.0355 0.7398
C 1.2397 -2.1529 -0.9670
C 1.6989 -1.0793 -0.3065
H 0.2302 -2.1203 -1.3553
H 1.8370 -3.0544 -1.0187
H 0.9251 -0.3912 0.0029
H 2.7494 -1.0936 -0.0511
*
```

The structure (SMILES) is C=C.C=C. As for the LUMO energy: 1.21 eV. For the HOMO energy, the calculation gives -0.3604 Eh. The molecular weight is 56.108 g/mol. The energy above the lowest of the compared OMol25 structures with the same formula, charge and spin is 2.0837 eV. For the total energy, the calculation gives -4275.1096 eV. Its HOMO-LUMO gap is 0.405 Eh.